Run 1
ORCA calculation (the ωB97M-V functional and the def2-TZVPD basis) on a cluster of 2 separate species, C3H10NOS in total.

Output
Charge ... -1
HOMO-LUMO gap ... 6.7 eV

Atoms and positions in Å:
C  0.4249  0.6847  0.9841
C  0.4369  1.4432  -0.3064
S  0.3708  0.3661  -1.8224
C  1.1365  -0.6441  1.1070
N  0.4812  -1.6964  1.9517
H  -0.6066  0.6524  1.3758
H  0.8543  1.2198  1.8723
H  1.3251  2.0233  -0.2191
H  -0.3526  2.1482  -0.2409
H  2.2254  -0.5220  1.4764
H  1.2565  -1.0536  0.1140
H  1.1776  -2.5021  1.9239
H  0.4631  -1.4277  2.9384
H  -1.8959  -0.2923  -0.7162
H  -3.3412  0.1110  -0.9771
O  -2.7994  -0.4053  -0.3448

***

Run 2
ORCA calculation (the ωB97M-V functional and the def2-TZVPD basis) on a cluster of 2 separate species, C3H10NOS in total.

Output
Charge ... -1
HOMO-LUMO gap ... 6.5 eV

Atoms and positions in Å:
C  1.1439  0.9235  0.4227
C  -0.0019  -0.0789  0.3670
S  -1.2152  -0.0411  -1.0402
C  1.5594  1.5080  1.7767
N  1.9032  0.5080  2.7851
H  1.0256  1.8479  -0.1628
H  2.0038  0.4395  -0.0386
H  -0.5557  -0.1293  1.3151
H  0.3076  -1.1327  0.3615
H  1.0184  2.3742  2.1491
H  2.5102  2.0397  1.5308
H  1.3081  0.4590  3.6018
H  2.0094  -0.4037  2.3907
H  -2.2385  -1.9561  -2.0571
H  -0.9970  -2.0055  -2.9187
O  -1.9470  -2.2395  -2.9513

***

Run 3
ORCA calculation (the ωB97M-V functional and the def2-TZVPD basis) on a cluster of 2 separate species, C3H10NOS in total.

Output
Charge ... -1
HOMO-LUMO gap ... 6.7 eV

Atoms and positions in Å:
C  -1.9086  -0.2386  -0.1232
C  -0.3915  0.0947  -0.3938
C  0.3645  -1.0857  0.1693
S  2.1545  -0.8945  -0.1472
N  -0.3221  0.2721  -1.9261
H  -2.1960  -1.2964  -0.3682
H  -2.4379  0.3894  -0.8001
H  -2.1392  -0.0428  0.9487
H  -0.0630  1.0743  0.0877
H  0.3540  -0.9203  1.2810
H  -0.0250  -2.0336  -0.2001
H  0.6959  0.1809  -2.0623
H  -0.6070  -0.5333  -2.5394
H  2.6447  1.3201  1.4712
H  1.4701  1.7925  2.3718
O  2.4065  1.9212  2.2308

***

Run 4
ORCA calculation (the ωB97M-V functional and the def2-TZVPD basis) on a cluster of 2 separate species, C3H10NOS in total.

Output
Charge ... -1
HOMO-LUMO gap ... 7.1 eV

Atoms and positions in Å:
N  2.5307  -0.2661  0.2854
C  1.8795  -1.5171  -0.0369
O  0.5587  -1.7047  0.5602
H  2.0011  0.5692  0.1041
H  2.7602  -0.3169  1.2949
H  1.7151  -1.5293  -1.1218
H  2.4322  -2.3353  0.4527
H  0.0050  -0.9604  0.1618
C  -2.3149  0.7563  1.0556
C  -1.5902  1.5739  -0.0293
S  -0.4978  0.5701  -1.0686
H  -1.7726  0.2624  1.8798
H  -2.8683  -0.0313  0.5322
H  -2.9857  1.4841  1.5688
H  -0.9820  2.3249  0.4822
H  -2.3708  2.0325  -0.6736

***

Name the most stable of them. run 4.

***

Run 1
ORCA calculation (the ωB97M-V functional and the def2-TZVPD basis) on a cluster of 2 separate species, C3H10NOS in total.

Output
Charge ... -1
HOMO-LUMO gap ... 6.8 eV

Atoms and positions in Å:
C  0.1446  1.0133  1.2781
C  -1.2788  0.5160  0.9992
S  -1.4929  -0.6850  -0.3754
C  1.2679  0.0109  1.1901
N  1.6530  -0.3281  -0.2068
H  0.3655  1.9389  0.7435
H  0.0950  1.2936  2.3407
H  -1.6397  0.0625  1.9230
H  -1.9507  1.3610  0.7995
H  2.1433  0.4851  1.6565
H  1.0750  -0.8642  1.8061
H  0.8375  -0.0531  -0.7470
H  1.5289  -1.3401  -0.2858
H  -1.5517  -0.7140  -3.8084
H  -0.2795  -1.2857  -3.2982
O  -0.9175  -1.4110  -4.0153

***

Run 2
ORCA calculation (the ωB97M-V functional and the def2-TZVPD basis) on a cluster of 2 separate species, C3H10NOS in total.

Output
Charge ... -1
HOMO-LUMO gap ... 5.8 eV

Atoms and positions in Å:
C  -1.4172  -0.0050  -1.0795
N  -0.5230  0.2105  0.0273
C  0.1674  -1.0631  0.6280
C  1.4112  -1.2477  -0.2987
S  2.3875  -2.5923  0.4532
H  -1.7702  -1.0985  -0.8951
H  -0.7969  -0.0568  -2.1433
H  -2.2739  0.8480  -1.0663
H  0.1984  0.8264  -0.0931
H  0.4261  -0.6787  1.6022
H  -0.5196  -1.8508  0.4579
H  2.0336  -0.3497  -0.2025
H  1.2803  -1.4277  -1.3575
H  0.5942  3.0046  1.5377
H  -0.8332  2.5401  0.8277
O  -0.3648  2.9407  1.6021

***

Run 3
ORCA calculation (the ωB97M-V functional and the def2-TZVPD basis) on a cluster of 2 separate species, C3H10NOS in total.

Output
Charge ... -1
HOMO-LUMO gap ... 6.6 eV

Atoms and positions in Å:
C  0.3976  -0.8929  -0.0856
C  -0.0234  0.5683  -0.3574
S  -1.0694  0.8797  -1.7952
C  1.6840  -0.9978  0.6726
N  1.7131  -0.8184  2.1776
H  0.6738  -1.4404  -1.0035
H  -0.4628  -1.4942  0.2241
H  0.9198  1.1452  -0.3126
H  -0.4088  1.0297  0.5721
H  2.4205  -0.2679  0.3248
H  2.2454  -1.9344  0.5879
H  1.9989  0.1199  2.3810
H  0.8288  -1.0329  2.6337
H  -3.3109  2.1956  -2.5036
H  -3.6123  1.0704  -1.5662
O  -3.9941  1.8700  -1.9498

***

Name the most stable of them. run 1.

***

Run 1
ORCA calculation (the ωB97M-V functional and the def2-TZVPD basis) on a cluster of 2 separate species, CH4Cl2Si in total.

Output
HOMO-LUMO gap (alpha / beta) ... 8.3 / 8.0 eV

Atoms and positions in Å:
C  1.5725  1.3937  -0.1888
Si  -1.3386  -0.8845  0.2313
Cl  -0.6687  -2.2392  1.5315
Cl  -1.3495  -1.8931  -1.6398
H  1.0253  1.2738  -1.0495
H  1.1148  1.9532  0.6544
H  2.1523  0.5443  0.1478
H  -2.5080  -0.1482  0.3130

***

Run 2
ORCA calculation (the ωB97M-V functional and the def2-TZVPD basis) on the molecule CH4Cl2Si.

Output
HOMO-LUMO gap ... 11.8 eV

Atoms and positions in Å:
C  -0.9565  0.0000  -0.4089
Si  0.7314  0.0000  0.4567
Cl  1.7674  1.6451  -0.0943
Cl  1.7674  -1.6451  -0.0943
H  -0.8484  0.0001  -1.4915
H  -1.5374  -0.8769  -0.1385
H  -1.5374  0.8769  -0.1384
H  0.6134  0.0000  1.9092

***

Name the most stable of them. run 2.

***

Run 1
ORCA calculation (the ωB97M-V functional and the def2-TZVPD basis) on the molecule C4H6O.

Output
HOMO-LUMO gap ... 11.1 eV

Atoms and positions in Å:
C  2.4328  0.3911  -0.9546
C  1.5110  -0.0053  -0.2888
C  0.4233  -0.5090  0.5704
O  -0.5897  0.4376  0.8025
C  -1.7505  0.3229  0.0071
H  3.2527  0.7462  -1.5403
H  0.8450  -0.7778  1.5456
H  0.0120  -1.4294  0.1306
H  -1.6473  -0.4497  -0.7656
H  -1.9566  1.2791  -0.4860
H  -2.6044  0.0656  0.6468

***

Run 2
ORCA calculation (the ωB97M-V functional and the def2-TZVPD basis) on a structure of composition C4H6O.

Output
HOMO-LUMO gap ... 10.4 eV

Atoms and positions in Å:
C  0.2356  0.9436  -0.8145
C  0.6508  -0.3490  -0.1458
C  0.0299  -0.4013  1.2457
O  -1.2971  -0.1971  0.6981
C  -0.7461  -0.1575  -0.6166
H  0.6487  1.0896  -1.8096
H  0.0708  1.8466  -0.2296
H  1.2388  -1.1242  -0.6014
H  0.2774  0.3950  1.9625
H  0.1414  -1.3743  1.7368
H  -1.2502  -0.6713  -1.4257

***

Run 3
ORCA calculation (the ωB97M-V functional and the def2-TZVPD basis) on the molecule C4H6O.

Output
HOMO-LUMO gap ... 10.0 eV

Atoms and positions in Å:
C  0.3154  0.3030  -2.3599
C  0.0689  -0.4027  -1.0316
C  -0.1362  0.2393  0.1276
C  0.1974  -0.2526  1.4583
O  -0.6146  0.0245  2.3301
H  -0.4090  -0.0532  -3.1633
H  0.3509  1.3699  -2.4482
H  1.1326  -0.0052  -2.8448
H  0.3866  -1.4640  -1.0555
H  -0.3514  1.2997  0.0312
H  1.1341  -0.6647  1.6728

***

Run 4
ORCA calculation (the ωB97M-V functional and the def2-TZVPD basis) on a structure of composition C4H6O.

Output
HOMO-LUMO gap ... 10.4 eV

Atoms and positions in Å:
O  -2.0227  -0.4794  -0.7498
C  -1.0473  -0.2198  -0.1094
C  0.0846  0.9136  0.0016
C  0.5109  0.0308  1.1450
C  -0.4716  -0.8896  1.0682
H  0.8865  1.1546  -0.7019
H  -0.2258  1.9147  0.3148
H  1.2382  0.3303  1.8773
H  1.2153  -0.2815  -2.3754
H  -0.8782  -1.7652  1.5692
H  0.7102  -0.7087  -2.0396

***

Name the most stable of them. run 3.

***

Run 1
ORCA calculation (the ωB97M-V functional and the def2-TZVPD basis) on a cluster of 2 separate species, C4H6O in total.

Output
HOMO-LUMO gap ... 11.0 eV

Atoms and positions in Å:
C  -1.5831  0.3412  -0.1278
C  -0.7206  -0.9115  0.0819
O  -0.3682  -1.5620  -0.8764
H  -1.9360  0.8104  0.7824
H  -2.6602  -0.0753  -0.4905
H  -1.1631  1.1333  -0.7752
H  -0.2474  -1.1719  1.0762
C  2.2482  -0.1181  -0.2858
C  2.1012  0.8954  0.3447
H  2.1604  -1.0568  -0.6796
H  2.1689  1.7153  0.9499

***

Run 2
ORCA calculation (the ωB97M-V functional and the def2-TZVPD basis) on the molecule C4H6O.

Output
HOMO-LUMO gap ... 10.4 eV

Atoms and positions in Å:
C  -1.2030  1.0752  0.8453
C  -0.5383  0.0961  0.2680
C  0.4312  0.3228  -0.8796
C  0.1627  -1.0363  -0.2458
O  1.1624  -1.6669  0.4726
H  -0.6313  1.6906  0.1087
H  -1.9040  1.0207  1.6981
H  0.0573  0.5113  -1.8881
H  1.4133  0.7568  -0.6740
H  -0.4005  -1.7079  -0.8751
H  1.4503  -1.0622  1.1699

***

Name the most stable of them. run 1.

***

Run 1
ORCA calculation (the ωB97M-V functional and the def2-TZVPD basis) on the molecule C4H6O.

Output
HOMO-LUMO gap ... 10.5 eV

Atoms and positions in Å:
C  -1.5662  -0.4442  0.1174
C  -0.2541  0.2740  0.2572
C  0.5198  1.1484  0.8680
C  1.0481  0.5853  -0.3515
O  2.0756  -0.7247  -0.4418
H  -1.2516  -1.3259  -0.4180
H  -2.2336  0.1143  -0.4524
H  -1.9965  -0.6643  1.1105
H  0.8435  1.4283  1.8466
H  1.1488  0.9585  -1.3938
H  1.6662  -1.3499  -1.1421

***

Run 2
ORCA calculation (the ωB97M-V functional and the def2-TZVPD basis) on the molecule C4H6O.

Output
HOMO-LUMO gap ... 10.8 eV

Atoms and positions in Å:
C  1.9013  -0.7614  -2.0061
C  0.7850  -0.5423  -1.4712
C  -0.2620  -0.1416  -0.6048
O  0.3087  0.4337  0.6328
C  -0.6843  0.7093  1.5742
H  2.7510  -1.2902  -2.5572
H  -1.0356  0.5250  -1.1700
H  -0.7736  -1.0239  -0.1984
H  -1.8094  1.0852  1.2021
H  -0.2255  1.2814  2.4246
H  -0.9556  -0.2751  2.1738

***

Run 3
ORCA calculation (the ωB97M-V functional and the def2-TZVPD basis) on a cluster of 2 separate species, C4H6O in total.

Output
HOMO-LUMO gap (alpha / beta) ... 7.9 / 8.0 eV

Atoms and positions in Å:
C  -0.3688  0.4389  1.4877
C  -0.1492  -0.0119  0.2646
C  0.1284  1.4087  0.4124
C  -0.4711  -1.7465  -1.4236
O  1.4111  1.8760  0.5584
H  -0.8781  0.4325  2.4588
H  -0.3335  2.1858  -0.0741
H  -0.2297  -1.1996  -2.3297
H  -1.4506  -2.0307  -0.9811
H  0.2561  -2.5296  -1.2470
H  2.0852  1.1764  0.8738

***

Name the most stable of them. run 1.